DFT (ωB97M-V/def2-TZVPD) results for a cluster of 5 separate species, C13H38N2O14PS4 in total.

Each line ends with the Löwdin charge.
Geometry (Å):
S: 1.1951 -1.0130 1.9364  0.57
S: 2.4552 -5.0829 -1.1372  0.56
S: 1.1000 5.7635 2.1254  0.56
S: -3.4472 -0.5199 0.7756  0.55
P: -0.0556 -0.2520 -2.4791  1.03
O: 1.9077 3.1198 -3.9026  0.12
O: 0.0770 4.8008 1.8323  -0.29
O: -3.1179 -1.8431 0.3216  -0.29
O: 2.4757 -1.3512 2.4698  -0.25
O: 2.7694 -6.0336 -0.1177  -0.25
O: 1.3752 6.6509 0.8417  -0.26
O: 0.2790 -0.3854 3.0486  -0.29
O: 1.3283 -4.2062 -0.9384  -0.31
O: 2.1929 1.1331 -3.1164  -0.14
O: -2.9689 0.5792 -0.0240  -0.30
O: 2.3480 5.2868 2.6445  -0.27
O: 2.3223 -5.8052 -2.5291  -0.26
O: -4.9914 -0.3729 1.0019  -0.25
O: 1.1132 -0.1446 0.7845  -0.32
N: 1.5444 2.4561 -3.0404  -0.01
N: -0.9930 0.7008 -3.4337  -0.13
C: 0.8004 0.7036 3.8839  -0.21
C: 0.2623 -2.4634 1.6006  -0.10
C: 0.4416 7.0280 3.1470  -0.11
C: 0.8501 2.0235 3.1569  -0.08
C: 1.5814 5.0135 -0.9839  -0.08
C: 3.8747 -4.1121 -1.5027  -0.11
C: -5.8479 -0.1533 -0.1628  -0.23
C: 1.4642 -6.9898 -2.5982  -0.22
C: -6.0935 -1.4203 -0.9447  -0.07
C: 1.6504 0.3057 -2.1090  -0.34
C: -0.0034 -6.6417 -2.6374  -0.07
C: -2.9017 -0.3482 2.4313  -0.10
C: 2.2535 6.1004 -0.1753  -0.23
H: -3.1219 0.6519 2.7956  0.09
H: -6.7646 0.2362 0.2722  0.13
H: 0.0159 -1.4892 -3.1175  0.05
H: -0.5734 -7.5519 -2.8259  0.09
H: -1.8296 -0.4929 2.3571  0.03
H: 1.7755 0.3972 4.2613  0.12
H: 3.6720 -3.5020 -2.3793  0.07
H: -0.3406 -6.2111 -1.6960  0.07
H: -0.4100 7.4739 2.6402  0.08
H: 2.2295 4.7503 -1.8199  0.06
H: -0.2092 -5.9298 -3.4369  0.08
H: -0.1139 2.2715 2.7143  0.08
H: 1.3924 4.1299 -0.3753  0.07
H: 2.5119 6.9611 -0.7874  0.13
H: 0.2733 -3.0917 2.4878  0.09
H: 0.1285 6.5457 4.0707  0.08
H: 1.5962 2.0249 2.3643  0.08
H: -0.7551 -2.1924 1.3233  0.05
H: -6.4619 -2.2102 -0.2911  0.09
H: -1.2022 1.6299 -3.0848  0.08
H: -5.1865 -1.7762 -1.4305  0.07
H: 1.6577 0.7520 -1.1135  0.07
H: 4.7144 -4.7788 -1.6789  0.08
H: 1.7143 -7.6382 -1.7591  0.12
H: -0.7538 0.7377 -4.4176  0.08
H: 1.1142 2.8080 3.8661  0.09
H: 0.1040 0.7254 4.7187  0.13
H: -0.6959 -0.4081 -1.2473  0.03
H: 1.7890 -7.4797 -3.5125  0.13
H: -3.3613 -1.1067 3.0592  0.09
H: 1.2201 7.7612 3.3389  0.08
H: 4.0566 -3.4902 -0.6277  0.08
H: 0.6266 5.3691 -1.3727  0.09
H: -5.4003 0.6333 -0.7698  0.11
H: 3.1648 5.7427 0.3044  0.12
H: 0.7537 -2.9707 0.7691  0.04
H: 2.2727 -0.5895 -2.0592  0.11
H: -6.8442 -1.2193 -1.7096  0.09

Atoms 1-3, force components in eV/Å:
-0.395 -0.120 -0.013
0.235 0.043 0.078
-0.016 -0.099 -0.071

## Properties
**E_tot**: -3614.732962 a.u.
**Total charge**: +1
**HOMO-LUMO gap**: 9.44 eV
**Highest occupied orbital energy**: -0.4709 hartree